[1]
ORCA calculation (ωB97M-V with the def2-TZVPD basis set) on 10 unconnected molecules or ions with the total composition C47H61N3O27.

The energy above the lowest of the compared OMol25 structures with the same formula, charge and spin is 0.00 kcal/mol. As for the SMILES: O=C1C=C(O)C(=O)C=C1O.O=C1C=C(O)C(=O)C=C1O.O=C1C=C(O)C(=O)C=C1O.O=C1C=C(O)C(=O)C=C1O.O=C1C=C(O)C(=O)C=C1O.CN(C)C=O.CN(C)C=O.CN(C)C=O.COCCOC.COCCOC. The value obtained for the HOMO energy is -0.336 Ha.

Geometry as ORCA input:
```
! wB97M-V def2-TZVPD RIJCOSX def2/J DEFGRID3
* xyz 0 1
O -4.2003 2.1509 1.1831
C -4.4497 3.0420 1.9592
C -5.5965 3.0905 2.8802
C -6.0065 4.2139 3.4755
O -7.1324 4.1204 4.2285
C -5.2668 5.5304 3.4668
O -5.8078 6.5563 3.8133
C -4.0694 5.4144 2.6646
C -3.7123 4.3704 1.8936
O -2.7041 4.3855 1.0281
H -6.2923 2.2610 2.8725
H -7.4306 5.0056 4.4861
H -3.3890 6.2521 2.5512
H -2.4073 3.4560 0.9027
O 1.4580 -3.5326 2.2469
C 1.7062 -4.1814 3.2369
C 3.0532 -4.6659 3.5956
C 3.2675 -5.5334 4.5797
O 4.5227 -5.7735 5.0460
C 2.1783 -6.0420 5.4416
O 2.3093 -6.8794 6.3149
C 0.9138 -5.3310 5.3123
C 0.6684 -4.5112 4.2649
O -0.4922 -3.8656 4.1601
H 3.9119 -4.2176 3.1097
H 4.4130 -6.3849 5.7936
H 0.1071 -5.4702 6.0173
H -0.6606 -3.4971 3.2693
O 5.0464 -2.2575 1.2522
C 5.1239 -2.4560 0.0605
C 6.2931 -2.0535 -0.7275
C 6.3544 -2.1512 -2.0800
O 7.4384 -1.6864 -2.7208
C 5.1637 -2.4807 -2.9205
O 5.1355 -2.5610 -4.1294
C 4.0164 -2.9893 -2.1422
C 4.0420 -3.0016 -0.8021
O 3.0362 -3.5550 -0.1080
H 7.2417 -1.7681 -0.2918
H 7.2165 -1.6838 -3.6689
H 3.1752 -3.4665 -2.6254
H 3.0718 -3.3773 0.8452
O 0.1626 -3.7609 -2.3421
C -0.0273 -4.8149 -1.7707
C -0.4246 -4.9556 -0.3701
C -0.5139 -6.1015 0.3131
O -0.7478 -6.0925 1.6371
C -0.2981 -7.4359 -0.3425
O -0.3708 -8.4994 0.2368
C -0.0502 -7.3171 -1.7579
C 0.1146 -6.1461 -2.3960
O 0.3788 -6.1881 -3.7217
H -0.6420 -4.0553 0.1970
H -0.5204 -6.9410 2.0429
H 0.1224 -8.2414 -2.2932
H 0.7683 -5.3646 -4.0440
O -1.4239 8.4304 -3.8551
C -1.3432 7.2627 -3.5235
C -0.7764 6.8419 -2.2348
C -0.6603 5.5379 -1.8868
O -0.2744 5.2586 -0.6389
C -1.0472 4.3942 -2.7694
O -1.0328 3.2139 -2.4830
C -1.4872 4.8540 -4.0678
C -1.7158 6.1324 -4.3773
O -2.3918 6.5004 -5.4812
H -0.4416 7.5927 -1.5340
H -0.3781 4.3111 -0.4383
H -1.8138 4.1537 -4.8279
H -2.2630 7.4541 -5.6172
C -5.2426 -0.9462 2.1137
N -3.8563 -1.2572 2.3738
C -2.9723 -0.2199 2.8820
C -3.3482 -2.4518 1.9970
O -2.1695 -2.7743 2.0875
H -5.8815 -1.7646 1.8027
H -5.2778 -0.0759 1.4505
H -5.6344 -0.4831 3.0281
H -3.5988 0.3681 3.5581
H -2.1669 -0.6577 3.4639
H -2.5896 0.4923 2.1537
H -4.1064 -3.0633 1.4856
C -0.2346 -0.8569 -0.8120
N -0.2228 0.5366 -0.3988
C 0.9566 1.3491 -0.6521
C -1.3249 1.1594 0.0122
O -1.2642 2.2791 0.5115
H -0.0282 -1.5580 0.0037
H 0.4027 -1.1043 -1.6522
H -1.2627 -1.2026 -0.9637
H 1.3897 1.1203 -1.6295
H 0.7471 2.4076 -0.7397
H 1.7869 1.2704 0.0537
H -2.2265 0.5349 -0.0461
C 5.7059 4.1681 1.0391
N 4.7805 3.9666 -0.0874
C 5.4243 3.4396 -1.2833
C 3.4465 4.0537 0.0673
O 2.6397 3.7474 -0.7920
H 6.5588 3.5003 1.1693
H 5.1123 4.2479 1.9462
H 6.2803 5.0880 0.8823
H 4.6595 2.9972 -1.9278
H 5.8953 4.1760 -1.9341
H 6.0789 2.5814 -1.1505
H 3.1374 4.5798 0.9821
C -0.3926 0.3877 -5.1403
O -1.6222 -0.0177 -5.7241
C -1.6920 -0.1435 -7.1231
C -3.1899 -0.3408 -7.5019
O -3.8787 0.8952 -7.3923
C -3.8007 1.6643 -8.5816
H 0.3351 -0.1736 -5.7407
H -0.3100 0.0787 -4.1029
H -0.1270 1.4392 -5.2703
H -1.1344 -1.0185 -7.4654
H -1.4457 0.8226 -7.5708
H -3.5945 -0.9615 -6.6965
H -3.4371 -0.9259 -8.3898
H -4.8048 1.6635 -9.0083
H -3.0738 1.3743 -9.3468
H -3.4714 2.6880 -8.3830
C -0.1476 -1.3285 5.6505
O -0.2899 -0.0510 6.2799
C 0.5261 0.9918 5.7808
C 0.5963 1.0987 4.2729
O 1.6313 0.2165 3.8639
C 1.8585 0.1956 2.4655
H 0.9061 -1.6105 5.7449
H -0.3293 -1.2540 4.5779
H -0.7813 -2.0793 6.1083
H 1.4858 0.8882 6.2919
H 0.0058 1.9006 6.0975
H 0.8607 2.0964 3.8989
H -0.3514 0.8507 3.7799
H 1.8630 1.2228 2.0933
H 1.2261 -0.4557 1.8524
H 2.8366 -0.2622 2.2955
*
```


[2]
ORCA calculation (ωB97M-V with the def2-TZVPD basis set) on 3 unconnected molecules or ions with the total composition C4H12NO.

The energy above the lowest of the compared OMol25 structures with the same formula, charge and spin is 87.33 kcal/mol. The value obtained for the HOMO energy is -0.462 Ha.

Geometry as ORCA input:
```
! wB97M-V def2-TZVPD RIJCOSX def2/J DEFGRID3
* xyz 1 1
C -1.5324 -1.1665 1.1150
C -1.7507 -0.1187 0.1492
C -0.8757 0.0423 -0.9278
C -1.2734 0.6511 -2.0809
N 3.6425 -0.5047 -0.1574
H -0.4561 -1.2359 1.3231
H -2.0324 -0.9804 2.0651
H -2.7718 0.2416 0.0290
H -1.7295 -2.2074 0.8333
H 0.1209 -0.3790 -0.8294
H -0.5561 0.6317 -2.8949
H -2.3077 0.8799 -2.3113
H 3.5946 -0.6281 0.8437
H 3.7514 0.4778 -0.3623
H 4.4182 -1.0369 -0.5253
H -0.4127 1.2680 0.7403
H -0.1159 2.4172 1.7061
O 0.2870 1.6479 1.2845
*
```


[3]
ORCA calculation (ωB97M-V with the def2-TZVPD basis set) on 2 unconnected molecules or ions with the total composition C14H26N2O5PS.

The value obtained for the HOMO energy is -0.488 Ha.

Geometry as ORCA input:
```
! wB97M-V def2-TZVPD RIJCOSX def2/J DEFGRID3
* xyz 1 1
C 6.2069 -1.3158 0.3643
C 5.5862 -0.2534 -0.5406
O 4.7614 -0.8495 -1.5726
P 3.2008 -0.8742 -1.3163
O 2.8114 -1.2897 0.0436
C 2.5695 0.7801 -1.7221
C 1.8631 1.4108 -0.5169
C 0.6606 0.6485 -0.0575
C -0.3336 0.2146 -0.9554
C -1.3933 -0.5257 -0.4865
C -1.4050 -0.8000 0.8726
N -0.4489 -0.3196 1.6325
N 0.5874 0.4034 1.2310
O 2.6590 -1.7670 -2.5004
C 2.4908 -3.1879 -2.2681
C 1.2051 -3.5101 -1.5180
H 7.2901 -1.3015 0.3145
H 5.8352 -2.2933 0.0707
H 5.8938 -1.1590 1.3936
H 4.9944 0.4489 0.0471
H 6.3496 0.3167 -1.0615
H 3.4145 1.4074 -2.0003
H 1.9428 0.7042 -2.6087
H 2.5561 1.4396 0.3205
H 1.5842 2.4431 -0.7339
H -0.2442 0.4713 -2.0005
H -2.1908 -0.8854 -1.1153
H -2.1864 -1.3902 1.3282
H -0.4655 -0.5039 2.6279
H 2.4619 -3.6301 -3.2603
H 3.3650 -3.5924 -1.7633
H 0.4908 -2.7026 -1.6650
H 1.3989 -3.5759 -0.4492
H 0.7934 -4.4540 -1.8603
C -4.1865 3.0149 1.5721
C -5.7195 3.0183 1.5917
C -6.1923 1.7328 0.9029
S -4.8966 0.5150 1.1580
O -4.2798 0.1679 -0.1061
O -5.3407 -0.5234 2.0475
C -3.7770 1.6191 2.0302
H -3.7718 3.7839 2.2212
H -3.8227 3.1975 0.5586
H -6.0701 3.0332 2.6245
H -6.1279 3.8956 1.0948
H -7.1116 1.3386 1.3275
H -6.3060 1.8592 -0.1721
H -2.7516 1.3599 1.7782
H -3.9513 1.4801 3.0970
*
```


[4]
ORCA calculation (ωB97M-V with the def2-TZVPD basis set) on a molecular structure, C18H32FHgPSi.

The value obtained for the HOMO energy is -0.477 Ha.

Geometry as ORCA input:
```
! wB97M-V def2-TZVPD RIJCOSX def2/J DEFGRID3
* xyz 2 1
C -2.6534 -2.0132 2.8034
Si -2.9721 -2.9025 1.1896
C -4.7449 -3.6152 1.3002
C -2.9302 -1.8055 -0.3573
C -3.0953 -0.3106 -0.0665
C -1.8627 0.3775 0.5280
C -0.9130 0.9348 -0.5670
C -0.5456 2.4301 -0.3618
C 0.9654 2.6382 -0.2648
C 1.3652 4.0840 -0.6032
C 2.8543 4.3072 -0.2074
P 3.6787 5.5086 -1.2863
C 5.0010 4.6147 -2.2172
C 6.2338 5.4682 -2.3825
F 7.1790 5.1256 -1.4526
C -1.8837 -4.4181 0.9874
C -1.2206 -4.9310 2.1341
C -0.4369 -6.0686 2.0619
C -0.3099 -6.7098 0.8230
C -0.9476 -6.2251 -0.3237
C -1.7308 -5.0900 -0.2521
H -2.8023 -2.7093 3.6240
H -1.6750 -1.5586 2.8953
H -3.4128 -1.2460 2.9152
H -4.7358 -4.5509 1.8447
H -5.0413 -3.8640 0.2862
H -5.4225 -2.8967 1.7441
H -3.7901 -2.1130 -0.9493
H -2.0590 -1.9678 -0.9902
H -3.3119 0.1909 -1.0063
H -3.9705 -0.1530 0.5590
H -1.2767 -0.2949 1.1447
H -2.1995 1.1907 1.1616
H 0.0159 0.3741 -0.5108
H -1.3321 0.7769 -1.5535
H -0.8784 2.9728 -1.2407
H -1.0211 2.8046 0.5348
H 1.3333 2.4406 0.7376
H 1.4608 1.9911 -0.9850
H 1.1990 4.2813 -1.6569
H 0.7371 4.7309 -0.0023
H 2.8881 4.5995 0.8348
H 3.3645 3.3553 -0.3407
H 4.3973 6.3632 -0.4221
H 4.6375 4.3132 -3.1957
H 5.2896 3.7020 -1.6998
H 6.0356 6.5328 -2.2927
H 6.7185 5.3008 -3.4219
H -1.3416 -4.4221 3.0747
H 0.0411 -6.4500 2.9461
H 0.2916 -7.6019 0.7592
H -0.8553 -6.7388 -1.2639
H -2.2397 -4.7065 -1.1200
Hg 7.9249 3.9533 -3.8950
*
```


[5]
ORCA calculation (ωB97M-V with the def2-TZVPD basis set) on a single C4H3F3 molecule.

The energy above the lowest of the compared OMol25 structures with the same formula, charge and spin is 67.18 kcal/mol. The value obtained for the HOMO energy is -0.348 Ha.

Geometry as ORCA input:
```
! wB97M-V def2-TZVPD RIJCOSX def2/J DEFGRID3
* xyz 0 1
C 0.4823 -0.0359 0.3550
C -0.9266 -0.2320 -0.0590
C 1.1285 -1.2733 0.8326
C -2.0358 0.2818 0.4628
F 2.3742 -0.9760 1.1532
F -3.3456 0.1237 0.0543
F -2.0950 1.0702 1.5453
H 0.9067 -0.1137 -0.6839
H 0.8465 0.8703 0.7919
H -1.0715 -0.9128 -1.0023
*
```


[6]
ORCA calculation (ωB97M-V with the def2-TZVPD basis set) on a molecular structure, C27H40Cl2N3O4Ti.

The energy above the lowest of the compared OMol25 structures with the same formula, charge and spin is 0.00 kcal/mol. The value obtained for the HOMO energy (alpha / beta) is -0.237 / -0.261 Ha.

Geometry as ORCA input:
```
! wB97M-V def2-TZVPD RIJCOSX def2/J DEFGRID3
* xyz 0 2
O 1.0406 0.4489 -1.9352
C 0.0785 0.4731 -2.7663
C 0.1066 1.8081 -3.5977
C 0.8594 2.9049 -3.1603
H 1.4211 2.8033 -2.2137
C 0.9756 4.0444 -3.9815
H 1.6149 4.8451 -3.6121
C 0.2998 4.1137 -5.2067
H 0.3973 5.0286 -5.8049
C -0.4600 3.0107 -5.6229
H -0.9515 3.0779 -6.5860
C -0.5661 1.8776 -4.8239
H -1.1299 1.0164 -5.1833
H 0.0535 -0.3701 -3.4907
C -1.9916 -1.2917 -2.2638
C -1.5318 0.1183 -1.9566
H -2.6599 -1.1642 -3.1364
H -2.5601 -1.8072 -1.4421
H -1.1770 -1.9666 -2.5750
C -2.4150 1.1924 -1.9583
C -3.8493 1.0538 -2.2978
H -2.0025 2.1879 -2.0797
H -4.1643 1.3598 -3.3071
H -4.4615 1.6897 -1.6505
H -4.1924 0.0290 -2.1828
Ti -1.2008 0.0071 -0.0614
Cl -3.2485 0.1800 0.7178
C -1.1673 0.1866 2.9049
O -0.6516 -0.4484 1.9354
N -0.8956 -0.0636 4.1872
C -0.1591 -1.2663 4.6081
C -1.6143 0.6379 5.2600
H -1.8667 1.0348 2.7380
H 0.4162 -1.6392 3.7512
H -0.8622 -2.0416 4.9766
H 0.5195 -0.9796 5.4312
H -1.8815 1.6464 4.9290
H -0.9655 0.7120 6.1410
H -2.5411 0.1092 5.5375
H 5.1285 1.6163 -1.5538
H 4.7622 2.3980 0.3940
C 4.0634 1.4108 -1.7618
C 3.8031 1.9228 0.6569
N 3.3938 1.1397 -0.4946
H 3.9689 0.5293 -2.4030
C 2.6205 0.0188 -0.3744
O 1.8066 -0.2162 0.5268
H 3.9437 1.2776 1.5328
H 2.8315 -0.7044 -1.1910
H 3.6232 2.2873 -2.2716
H 3.0728 2.7136 0.8937
H -0.0807 -5.1111 0.7886
H 1.9720 -5.2696 -0.8760
C -0.5932 -4.6329 -0.0607
C 1.3694 -4.6793 -1.5854
N 0.3761 -3.8810 -0.8611
H -1.3889 -3.9802 0.3060
C 0.4536 -2.5481 -0.8447
O -0.3901 -1.8156 -0.2345
H 2.0130 -4.0010 -2.1439
H 1.2777 -2.0900 -1.4230
H -1.0194 -5.4304 -0.6878
H 0.8637 -5.3710 -2.2775
Cl -1.2012 4.9529 1.4183
C -0.0936 3.9282 2.2582
C 0.4600 4.4156 3.4473
C 1.3340 3.6278 4.1948
C 1.6949 2.3696 3.7056
C 1.1547 1.9098 2.5156
C 0.2029 2.6309 1.7585
C -0.4292 2.0897 0.5220
H 0.1746 5.4146 3.7832
H 1.7429 4.0019 5.1392
H 2.3971 1.7347 4.2658
H 1.5011 0.9573 2.1261
H 0.1103 2.4236 -0.3830
H -1.4894 2.4113 0.4948
*
```